Below is C37H46O8P2W as an isolated structure, with properties calculated with ωB97M-V/def2-TZVPD.

CARTESIAN COORDINATES (ANGSTROEM)
W 0.97645 -1.55146 -0.43033
P -0.14400 1.80132 -0.43187
P -1.23320 0.79880 2.31644
O 0.14568 -0.02188 2.17424
O 0.31306 -3.88421 -2.24764
O 0.34207 0.29084 -0.49290
O 0.63094 -1.20287 -3.05447
O -0.73706 -1.98000 -0.88171
O 2.63075 -0.31865 0.65592
O 2.80602 -1.46948 -1.65473
O 2.39783 -2.77926 0.50493
C -4.44038 -0.74323 0.40296
C -2.68145 3.65496 -2.91345
C -3.20430 2.60739 -3.66416
C 2.75615 4.12679 -1.97976
C -2.64467 -0.16050 1.89373
C -4.24202 -1.83782 2.55189
C -2.63748 2.43836 5.67453
C -2.55830 1.84901 4.42448
C 3.16075 3.97706 0.39806
C 2.86304 -1.91161 -3.06154
C -1.83051 1.03089 -2.47770
C 0.23803 -1.33534 1.66445
C -1.48894 2.59328 6.44239
C -1.30172 2.08205 -1.72965
C -0.25164 2.16702 5.96994
C -3.11626 -1.08497 2.83940
C -0.95092 2.15243 1.16223
C -0.31667 -2.05783 -3.72914
C 4.03761 -0.85100 -1.16369
C -1.30971 1.42030 3.95049
C -4.90332 -1.66196 1.33998
C 2.03495 3.18611 0.54605
C 3.20364 -2.45820 1.69223
C 3.21091 -0.92778 1.83627
C -1.62837 -3.09607 -0.98825
C -2.78293 1.30103 -3.44764
C 1.25506 2.86980 -0.57661
C 1.62468 3.33528 -1.84356
C -3.30830 0.00812 0.67249
C -0.15071 1.58591 4.71902
C 1.85899 -1.05706 -3.77137
C -0.85593 -4.30307 -1.55209
C -1.72731 3.39989 -1.94260
C 3.58565 0.25674 -0.26976
C 3.51785 4.44859 -0.86339
C 1.14609 -3.44704 0.52973
C 0.07815 -3.51668 -3.61499
H -3.45712 1.71802 3.83382
H 2.77107 -2.96244 2.55325
H -3.01460 4.66878 -3.08940
H -3.59444 2.76855 6.05481
H -2.97686 0.74535 -0.04873
H 0.81182 1.25177 4.35301
H 2.62237 -2.97126 -3.06309
H 4.60572 -0.46687 -2.00918
H -2.62669 -1.18998 3.80099
H -4.62344 -2.53914 3.28195
H -0.53535 -4.97588 -0.76045
H -0.38091 -1.76277 -4.77820
H 3.87756 -1.77313 -3.42845
H 3.75091 4.24985 1.26291
H 0.63081 2.28656 6.58357
H 1.18662 -4.26730 -0.18138
H -0.70453 -4.14242 -4.04912
H 1.01690 3.11067 -2.71193
H -1.28370 -1.86143 -3.27593
H 3.02954 4.51242 -2.95287
H -3.20371 0.49864 -4.03974
H 1.76650 2.83240 1.53442
H 2.61065 -0.59854 2.68003
H 4.62471 -1.61704 -0.65584
H 2.14495 -0.00447 -3.73273
H 1.75733 -1.34944 -4.81761
H -0.74081 -1.81447 1.65029
H 4.40728 0.72042 0.27438
H 3.04420 1.02280 -0.82231
H 4.22531 -0.55712 1.96866
H -5.80232 -2.22950 1.13572
H -1.49715 0.02281 -2.28535
H 0.75364 -3.70925 1.50522
H -2.43704 -2.76643 -1.63823
H 0.87855 -1.87476 2.35213
H -3.94650 2.81319 -4.42435
H -2.05417 -3.30721 -0.00468
H -1.55801 3.04787 7.42192
H -0.31829 2.84653 1.72042
H 0.99543 -3.73447 -4.15993
H 4.38910 5.08172 -0.97137
H -4.98402 -0.59119 -0.52029
H -1.88518 2.68416 0.96015
H -1.51273 -4.88052 -2.20440
H -1.31500 4.22349 -1.36937
H 4.18329 -2.88298 1.48845

Force components x, y, z for each atom (eV/Å):
-0.4 -0.1 0.3
0.1 -0.1 0.0
0.0 0.0 0.1
0.0 0.0 -0.1
0.0 0.0 0.0
0.0 -0.1 -0.1
0.0 0.0 0.0
0.2 0.0 0.0
0.0 0.0 0.1
0.0 0.2 0.0
-0.1 -0.1 0.0
0.0 0.0 0.0
0.0 0.0 0.0
0.0 0.0 0.0
0.0 0.0 0.0
0.0 0.0 -0.1
0.0 0.0 0.0
0.0 0.0 0.0
0.1 0.0 0.1
0.0 0.0 0.0
0.1 0.0 0.0
0.0 0.1 0.0
0.1 0.0 -0.1
0.0 0.0 0.0
-0.1 0.0 -0.1
0.0 0.0 0.0
0.0 0.0 0.0
0.0 0.0 -0.1
0.0 0.0 0.0
0.0 -0.1 -0.1
-0.1 0.0 0.0
0.0 0.0 0.0
0.0 0.1 -0.1
0.0 0.1 -0.1
0.0 0.0 0.0
0.1 0.0 0.1
0.0 0.0 0.0
0.1 0.0 0.1
0.0 0.0 0.0
0.0 0.0 0.1
0.0 0.0 0.0
0.0 0.0 0.0
-0.1 0.0 0.0
0.0 0.0 0.0
0.0 0.0 0.1
0.0 0.0 0.0
0.0 0.1 -0.2
-0.1 0.0 0.0
0.0 0.0 0.0
0.0 0.0 0.0
0.0 0.0 0.0
0.0 0.0 0.0
0.0 0.0 0.0
0.0 0.0 0.0
0.0 0.0 0.0
0.0 0.0 0.0
0.0 0.0 0.0
0.0 0.0 0.0
0.0 0.0 0.0
0.0 0.0 0.0
0.0 0.0 0.0
0.0 0.0 0.0
0.0 0.0 0.0
0.0 0.0 0.1
0.0 0.0 0.0
0.0 0.0 0.0
0.0 0.0 0.0
0.0 0.0 0.0
0.0 0.0 0.0
0.0 0.0 0.0
0.0 0.0 0.0
0.0 0.0 0.0
0.0 0.0 0.0
0.0 0.0 0.0
0.0 0.0 0.0
0.0 0.0 0.0
0.0 0.0 0.0
0.0 0.0 0.0
0.0 0.0 0.0
0.0 -0.1 0.0
0.0 0.0 0.0
0.0 0.0 0.0
0.0 0.0 0.1
0.0 0.0 0.0
0.0 0.0 0.0
0.0 0.0 0.0
0.0 0.0 0.0
0.0 0.0 0.0
0.0 0.0 0.0
0.0 0.0 0.0
0.0 0.0 0.0
0.0 0.0 0.0
0.0 0.0 0.0
0.0 0.0 0.0

Its charge is +4. The energy relative to the best compared isomer or geometry (same formula, charge and spin) is 66.9 kJ/mol. The HOMO energy comes out at -18.87 eV. As for the spin multiplicity: 1. Its gap between HOMO and LUMO is 0.222 hartree.

Results of the Löwdin charge analysis, in e, for atoms 1 through 2: 2.0278, 0.9276